{"formula": "C41H16Cl5CoF4N5P", "method": "ωB97M-V with the def2-TZVPD basis set", "symbols": ["Co", "Cl", "C", "C", "C", "Cl", "C", "Cl", "C", "Cl", "C", "Cl", "C", "C", "C", "C", "C", "C", "P", "C", "C", "C", "C", "C", "C", "C", "C", "C", "C", "C", "C", "C", "C", "C", "C", "H", "H", "H", "H", "H", "H", "H", "H", "H", "H", "H", "H", "H", "H", "H", "H", "F", "C", "C", "F", "C", "C", "C", "F", "C", "C", "C", "N", "C", "N", "F", "C", "C", "N", "C", "N", "N", "C"], "xyz": [[0.659, -0.907, 0.052], [2.817, -3.076, -1.490], [1.539, -2.346, -2.413], [0.692, -1.471, -1.765], [-0.279, -0.860, -2.533], [-1.367, 0.250, -1.693], [-0.401, -1.035, -3.903], [-1.593, -0.177, -4.799], [0.482, -1.909, -4.534], [0.387, -2.132, -6.238], [1.450, -2.578, -3.784], [2.565, -3.629, -4.565], [5.861, 0.971, 1.508], [5.730, 1.592, 0.273], [4.494, 1.642, -0.355], [3.375, 1.079, 0.255], [3.518, 0.444, 1.489], [4.756, 0.394, 2.115], [1.717, 1.106, -0.495], [1.990, 1.319, -2.285], [2.914, 0.476, -2.908], [3.043, 0.474, -4.288], [2.240, 1.304, -5.064], [1.318, 2.139, -4.453], [1.196, 2.148, -3.068], [1.056, 2.796, -0.012], [1.787, 3.820, -0.555], [1.396, 5.175, -0.508], [0.214, 5.505, 0.070], [-0.569, 4.509, 0.703], [-1.782, 4.881, 1.342], [-2.544, 3.989, 2.027], [-2.080, 2.666, 2.151], [-0.924, 2.288, 1.537], [-0.132, 3.160, 0.723], [6.829, 0.923, 1.990], [6.595, 2.026, -0.212], [4.414, 2.100, -1.333], [2.667, -0.027, 1.966], [4.855, -0.108, 3.068], [3.525, -0.199, -2.318], [3.756, -0.192, -4.759], [2.329, 1.290, -6.143], [0.680, 2.776, -5.051], [0.452, 2.787, -2.609], [2.696, 3.583, -1.093], [2.019, 5.930, -0.968], [-0.139, 6.529, 0.076], [-2.087, 5.919, 1.281], [-3.466, 4.291, 2.504], [-2.619, 1.946, 2.754], [0.646, -7.525, 2.831], [1.778, -6.826, 2.685], [2.960, -7.492, 2.823], [2.908, -8.795, 3.107], [4.224, -6.873, 2.653], [4.143, -5.495, 2.340], [2.957, -4.839, 2.212], [3.006, -3.511, 1.991], [1.703, -5.459, 2.356], [0.472, -4.756, 2.203], [0.385, -3.579, 1.439], [0.285, -2.639, 0.779], [-0.761, -5.175, 2.790], [-1.768, -5.452, 3.279], [5.263, -4.778, 2.194], [5.447, -7.563, 2.790], [6.725, -6.940, 2.617], [7.783, -6.499, 2.501], [5.535, -8.953, 3.117], [5.682, -10.066, 3.376], [0.176, -0.012, 1.833], [-0.406, 0.973, 1.779]], "lowdin_charge": [0.033, 0.672, -0.704, -0.330, -0.660, 0.692, -0.710, 0.684, -0.716, 0.676, -0.717, 0.677, -0.079, -0.072, -0.095, -0.333, -0.091, -0.073, 1.102, -0.364, -0.102, -0.063, -0.074, -0.077, -0.104, -0.218, -0.091, -0.045, -0.021, -0.148, -0.012, -0.052, -0.009, -0.166, -0.089, 0.105, 0.105, 0.100, 0.074, 0.105, 0.105, 0.113, 0.108, 0.107, 0.103, 0.100, 0.113, 0.119, 0.120, 0.112, 0.127, 0.133, -0.132, -0.130, 0.131, -0.025, -0.130, -0.131, 0.107, -0.024, -0.091, -0.081, 0.191, -0.165, 0.201, 0.129, -0.110, -0.179, 0.198, -0.179, 0.199, 0.159, -0.109], "lumo_energy_ha": [-0.138, -0.140]}

---

{"formula": "C23H26N4O4S", "method": "ωB97M-V with the def2-TZVPD basis set", "symbols": ["C", "C", "O", "C", "O", "C", "N", "C", "O", "C", "S", "C", "N", "N", "C", "C", "N", "C", "C", "C", "C", "C", "C", "C", "C", "O", "C", "C", "C", "C", "C", "C", "H", "H", "H", "H", "H", "H", "H", "H", "H", "H", "H", "H", "H", "H", "H", "H", "H", "H", "H", "H", "H", "H", "H", "H", "H", "H"], "xyz": [[1.350, 4.200, -0.256], [1.836, 3.776, -1.635], [0.740, 3.234, -2.380], [0.596, 1.919, -2.385], [1.392, 1.123, -1.960], [-0.708, 1.517, -3.073], [-1.321, 0.419, -2.346], [-1.439, 0.600, -1.011], [-1.117, 1.652, -0.491], [-2.006, -0.529, -0.167], [-1.271, -2.177, -0.459], [0.398, -1.751, -0.346], [1.426, -2.464, -0.685], [2.514, -1.735, -0.353], [2.096, -0.621, 0.150], [2.872, 0.439, 0.848], [2.818, 0.185, 2.284], [1.534, 0.032, 2.839], [0.569, 1.012, 2.630], [-0.709, 0.872, 3.134], [-1.058, -0.248, 3.874], [-2.444, -0.430, 4.417], [-0.082, -1.209, 4.108], [1.203, -1.096, 3.604], [2.208, -2.186, 3.852], [0.744, -0.568, 0.193], [-1.629, -0.766, -3.065], [-2.948, -1.174, -3.210], [-3.232, -2.324, -3.926], [-2.209, -3.054, -4.505], [-0.895, -2.634, -4.374], [-0.601, -1.487, -3.661], [0.674, 5.047, -0.338], [2.193, 4.473, 0.371], [0.803, 3.377, 0.199], [2.620, 3.015, -1.560], [2.201, 4.628, -2.213], [-1.374, 2.386, -3.090], [-0.498, 1.191, -4.093], [-3.070, -0.661, -0.361], [-1.853, -0.262, 0.881], [2.432, 1.411, 0.625], [3.909, 0.416, 0.517], [3.416, -0.596, 2.524], [0.814, 1.889, 2.053], [-1.440, 1.643, 2.939], [-3.110, 0.348, 4.049], [-2.846, -1.401, 4.127], [-2.434, -0.386, 5.506], [-0.341, -2.086, 4.685], [1.754, -2.990, 4.426], [3.063, -1.809, 4.414], [2.570, -2.607, 2.912], [-3.743, -0.594, -2.765], [-4.257, -2.645, -4.035], [-2.435, -3.952, -5.059], [-0.095, -3.203, -4.822], [0.420, -1.160, -3.536]], "nbo_charge": [-0.636, -0.079, -0.502, 0.824, -0.628, -0.309, -0.481, 0.696, -0.624, -0.620, 0.318, 0.276, -0.316, -0.299, 0.464, -0.267, -0.616, 0.217, -0.240, -0.210, -0.047, -0.624, -0.195, -0.064, -0.644, -0.436, 0.236, -0.266, -0.190, -0.213, -0.193, -0.240, 0.215, 0.215, 0.228, 0.202, 0.190, 0.231, 0.240, 0.251, 0.270, 0.219, 0.237, 0.376, 0.210, 0.212, 0.212, 0.214, 0.217, 0.202, 0.223, 0.214, 0.222, 0.216, 0.216, 0.217, 0.222, 0.237], "de_lowest_kcal_mol": 42.3, "lumo_energy_ha": 0.021}

---

{"formula": "C27H52IN2O3", "method": "ωB97M-V with the def2-TZVPD basis set", "symbols": ["N", "C", "O", "C", "C", "C", "C", "N", "C", "C", "C", "C", "O", "O", "I", "H", "H", "H", "H", "H", "H", "H", "H", "H", "H", "C", "C", "C", "C", "C", "C", "H", "H", "H", "H", "H", "H", "H", "H", "H", "H", "H", "H", "H", "H", "C", "C", "C", "C", "C", "C", "H", "H", "H", "H", "H", "H", "H", "H", "H", "H", "H", "H", "H", "H", "C", "C", "C", "C", "C", "C", "H", "H", "H", "H", "H", "H", "H", "H", "H", "H", "H", "H", "H", "H"], "xyz": [[-0.046, 1.776, 4.715], [-0.687, 2.843, 4.064], [-0.987, 3.820, 4.729], [-1.003, 2.771, 2.559], [-2.275, 1.849, 2.403], [-3.295, 2.244, 3.464], [-3.860, 3.501, 3.366], [-4.724, 3.890, 4.306], [-5.062, 3.125, 5.347], [-4.556, 1.862, 5.487], [-3.635, 1.391, 4.530], [-3.089, -0.018, 4.769], [-3.733, -0.728, 5.503], [-1.913, -0.461, 4.239], [-2.337, -1.900, 2.844], [0.540, 2.172, 5.445], [0.526, 1.244, 4.065], [-0.165, 2.398, 1.959], [-1.310, 3.789, 2.289], [-2.030, 0.789, 2.395], [-2.725, 2.075, 1.420], [-3.616, 4.198, 2.567], [-5.105, 4.828, 4.220], [-5.750, 3.505, 6.101], [-4.825, 1.207, 6.312], [-1.838, -3.581, 0.276], [-0.716, -4.270, -0.494], [-1.037, -4.463, -1.975], [-2.245, -5.354, -2.270], [-2.165, -6.766, -1.690], [-1.005, -7.583, -2.248], [-2.756, -4.170, 0.270], [-1.532, -3.441, 1.329], [-2.055, -2.599, -0.151], [-0.484, -5.229, -0.025], [0.189, -3.663, -0.412], [-0.153, -4.868, -2.475], [-1.213, -3.482, -2.430], [-2.367, -5.421, -3.355], [-3.154, -4.871, -1.897], [-3.099, -7.285, -1.920], [-2.097, -6.728, -0.599], [-1.077, -7.671, -3.334], [-1.014, -8.590, -1.829], [-0.040, -7.136, -2.003], [0.568, 6.150, -2.680], [0.683, 4.648, -2.444], [0.476, 4.246, -0.985], [1.497, 4.817, 0.002], [2.954, 4.471, -0.298], [3.226, 2.971, -0.239], [1.332, 6.705, -2.134], [0.691, 6.378, -3.739], [-0.413, 6.519, -2.369], [1.654, 4.293, -2.802], [-0.071, 4.140, -3.052], [0.475, 3.153, -0.917], [-0.524, 4.567, -0.669], [1.249, 4.454, 1.007], [1.394, 5.905, 0.043], [3.590, 4.970, 0.437], [3.249, 4.865, -1.273], [2.977, 2.568, 0.747], [4.282, 2.771, -0.426], [2.651, 2.424, -0.989], [0.890, -1.072, -1.982], [2.014, -1.902, -1.369], [3.382, -1.225, -1.449], [3.901, -0.961, -2.863], [4.018, -2.199, -3.752], [5.008, -3.232, -3.222], [1.048, -0.903, -3.048], [-0.067, -1.585, -1.869], [0.811, -0.100, -1.488], [2.047, -2.885, -1.848], [1.780, -2.083, -0.315], [4.108, -1.835, -0.903], [3.334, -0.269, -0.915], [4.883, -0.484, -2.787], [3.253, -0.232, -3.359], [4.346, -1.880, -4.745], [3.038, -2.665, -3.889], [6.005, -2.799, -3.119], [5.079, -4.077, -3.909], [4.702, -3.624, -2.251]], "lowdin_charge": [0.163, -0.515, 0.058, -0.063, -0.109, -0.122, 0.035, 0.128, -0.005, 0.066, 0.003, -0.587, 0.107, -0.548, 1.287, 0.117, 0.105, 0.119, 0.114, 0.031, 0.133, 0.166, 0.192, 0.154, 0.145, -0.203, -0.244, -0.222, -0.224, -0.268, -0.108, 0.077, -0.096, 0.063, 0.110, 0.079, 0.107, 0.101, 0.113, 0.101, 0.107, 0.097, 0.078, 0.072, 0.065, -0.107, -0.267, -0.241, -0.231, -0.260, -0.113, 0.068, 0.073, 0.074, 0.102, 0.105, 0.090, 0.102, 0.091, 0.104, 0.108, 0.104, 0.070, 0.075, 0.056, -0.094, -0.273, -0.222, -0.227, -0.268, -0.109, 0.074, 0.045, 0.067, 0.097, 0.097, 0.104, 0.097, 0.111, 0.100, 0.106, 0.098, 0.077, 0.071, 0.065], "lumo_energy_ha": -0.177, "charge": 1}

---

| no. | DFT total energy (Eh) |
| --- | --- |
| 1 | -6270.157864 |
| 2 | -1810.232778 |
| 3 | -1692.658604 |